Record 1
Entry from the Open Molecules 2025 dataset: an isolated molecule of C7H7NOS at a distorted geometry (wB97M-V/def2-TZVPD).

* electronic energy: -21744.1750 eV
* highest occupied orbital energy: -7.929 eV
* energy above the lowest of the compared OMol25 structures with the same formula, charge and spin: 0.107 eV
* frontier orbital gap: 8.597 eV
* SMILES string: O[C@H]1Nc2ccccc2S1

Structure (ORCA input):
```
! wB97M-V def2-TZVPD RIJCOSX def2/J DEFGRID3
* xyz 0 1
H -3.3074 -0.9612 0.3139
O 3.1115 -0.4472 0.8223
H 3.1488 -0.0107 -0.9587
C 0.0284 1.0048 -0.2146
H -1.0650 2.7689 -0.1870
H -1.2756 -2.2128 -0.1494
H 2.5002 -0.6319 1.6934
C 0.0452 -0.4547 -0.2762
C -2.3298 0.8651 0.2406
C -1.1375 1.6819 0.0246
S 1.7407 1.5899 -0.1584
C -1.1619 -1.1780 -0.1158
C -2.3516 -0.4999 0.1912
H 1.5477 -1.9607 -0.7686
N 1.3171 -0.9033 -0.6863
C 2.4056 -0.0841 -0.2220
H -3.2164 1.4336 0.4510
*
```

Here are the natural (NBO) charges for atoms 1 to 4, given in e:
1 H 0.22
2 O -0.69
3 H 0.18
4 C -0.17

=====

Record 2
Entry from the Open Molecules 2025 dataset: a cluster of 2 separate species, CBrClFN3 in total at a distorted geometry (wB97M-V/def2-TZVPD).

* electronic energy: -90780.8307 eV
* highest occupied orbital energy (alpha / beta): -10.659 / -10.658 eV
* energy above the lowest of the compared OMol25 structures with the same formula, charge and spin: 4.135 eV
* frontier orbital gap (alpha / beta): 8.037 / 8.035 eV

Structure (ORCA input):
```
! wB97M-V def2-TZVPD RIJCOSX def2/J DEFGRID3
* xyz 0 1
N -0.2049 -0.7336 -0.2531
C 1.6623 0.1992 -0.8264
Br -0.8198 0.9425 1.8992
F 0.2480 -1.4740 0.7414
N -0.9561 0.2532 0.1018
Cl -2.5711 0.1797 -0.4458
N 2.6414 0.6330 -1.2171
*
```

Here are the natural (NBO) charges for atoms 1 to 4, given in e:
1 N 0.28
2 C 0.18
3 Br 0.25
4 F -0.16

=====

Record 3
Entry from the Open Molecules 2025 dataset: a cluster of 3 separate species, C21H28ClO9P in total at a distorted geometry (wB97M-V/def2-TZVPD).

* electronic energy: -62468.5740 eV
* highest occupied orbital energy: -8.603 eV
* frontier orbital gap: 7.003 eV
* SMILES string: CC(C)[C@@H](C)COPC[C@H](C)Cl.O=C1C=C(O)C(=O)C=C1O.O=C1C=C(O)C(=O)C=C1O

Structure (ORCA input):
```
! wB97M-V def2-TZVPD RIJCOSX def2/J DEFGRID3
* xyz 0 1
H -3.3166 1.7651 -4.1042
H -0.1185 -1.1926 -3.1417
H 1.1346 -2.1151 5.6130
C -2.1852 2.0877 2.8323
O -2.8535 3.3751 4.6735
H -0.4745 -1.9262 -1.5805
P 1.9339 -0.2811 -1.4281
O 1.3573 -0.2429 3.7714
H -3.6390 -0.9918 -3.5354
H -2.1058 -1.3601 -4.2618
C -2.1280 0.9870 -2.4416
C -1.9528 -0.5310 -2.2614
O -0.3647 4.1909 5.0366
H -2.3914 3.9619 5.3046
C 1.0978 -1.9873 2.1337
C 1.0797 -2.4191 4.5774
O 0.6855 -5.5834 2.6802
C 2.5356 -0.5596 -3.1702
H -3.1046 1.6086 -0.6367
C -0.4957 -0.9852 -2.1371
O 0.7783 -4.6841 5.1627
H -4.1365 0.5976 -1.6334
H 0.8930 -3.7128 0.8179
C 0.2869 2.1087 2.2439
H -1.6794 2.3228 -4.0725
C 0.5486 2.9469 3.2537
H -3.8172 2.3209 -2.0619
C -0.5296 3.4186 4.1113
C 0.8908 -3.8349 4.2990
H 2.1098 -1.5516 -0.8357
H -2.4240 -0.7844 -1.3115
H 1.5480 3.2986 3.4688
C 1.1803 -1.5453 3.5671
H -1.3190 1.5575 -2.0039
C 3.7679 0.3002 -3.5871
C -1.1099 1.6303 1.9591
C -1.9183 2.9240 3.8416
O -1.2875 0.8771 1.0239
O 0.3053 -0.0388 -1.4321
H -1.9712 0.7150 -4.6520
H 3.6668 1.8850 -2.1172
C 0.8366 -4.2767 2.8653
H -3.1828 1.7247 2.6289
Cl 3.2956 1.3276 -4.9910
C -2.6448 -1.3725 -3.3156
O 1.2584 1.6518 1.4413
H 4.5049 -0.3959 -3.9642
O 1.1804 -1.1393 1.2660
H 1.4017 0.2069 2.8995
H 0.8405 1.0595 0.7766
H 5.1653 1.7632 -3.0110
H 2.7855 -1.6101 -3.2823
C -2.2998 1.4417 -3.9166
H 4.8520 0.6018 -1.7429
C 4.3792 1.1840 -2.5297
H 0.6398 -5.9784 3.5740
H 1.7159 -0.3192 -3.8400
H -2.7348 -2.4145 -3.0170
C 0.9335 -3.4058 1.8537
C -3.4043 1.3993 -1.6606
*
```

Here are the natural (NBO) charges for atoms 1 to 4, given in e:
1 H 0.21
2 H 0.16
3 H 0.24
4 C -0.37

=====

Record 4
Entry from the Open Molecules 2025 dataset: a structure of composition C27H39BF6N6PRhS3 at a distorted geometry (wB97M-V/def2-TZVPD).

* electronic energy: -99334.4094 eV
* ⟨S²⟩: 0.859
* highest occupied orbital energy (alpha / beta): -17.600 / -17.886 eV
* energy above the lowest of the compared OMol25 structures with the same formula, charge and spin: 1.126 eV
* frontier orbital gap (alpha / beta): 3.692 / 4.322 eV

Structure (ORCA input):
```
! wB97M-V def2-TZVPD RIJCOSX def2/J DEFGRID3
* xyz 3 2
F 0.7027 -4.4199 -2.9894
S 0.2324 2.8814 -3.6773
P 0.2323 -3.0694 -3.5869
H 0.4422 -2.7882 1.0055
H 5.0043 0.1745 -3.1666
C -2.9348 -2.2935 -0.8498
F 0.6444 -3.2856 -5.0693
S 2.2554 0.3840 -3.6847
C 3.3468 -2.3779 2.2967
N -0.6117 2.2364 0.0758
H 0.4855 5.7494 -2.9226
H 0.8370 -1.3543 2.4818
H -0.2543 -4.2214 0.2733
C -0.9518 3.4043 0.5771
C -1.6902 -2.9259 1.2770
H -2.8130 -1.6214 2.6090
H -3.7235 -3.6381 1.5258
C -2.8320 3.9519 2.1169
H -2.9272 4.9779 1.7713
H -3.8299 -2.2758 -3.6509
C -1.3872 3.4482 2.0179
C 2.7483 -0.6616 0.5937
C -0.4980 5.6139 -2.4716
H 1.7414 -0.8010 3.8858
H -3.5040 3.3233 1.5398
H 0.5935 4.0690 2.6699
H -5.0690 -2.0352 -2.4327
C -0.3052 -3.5695 1.1433
Rh -0.0031 0.6701 -3.7531
C 2.4620 0.0021 -2.0238
H -0.3378 1.6356 2.5268
H -1.5267 -2.5222 3.3955
C -0.1831 3.1611 -2.0249
H -0.7738 6.5261 -1.9510
F 1.6445 -2.2885 -3.3014
H -4.4673 -0.6479 -3.3790
H -1.1979 5.4592 -3.2941
C 4.8085 -0.7197 -2.5751
H 2.6700 -3.0816 1.8134
C -0.5110 4.4572 -1.5525
F -0.3369 -1.3666 -4.1122
H 4.0727 -0.1264 3.6945
C -1.8967 -2.0669 0.0564
H 3.6783 1.0644 2.4553
H -2.6493 -4.7635 0.6330
C -3.1124 -1.3823 -1.8959
C 3.9683 0.0307 2.6253
C -2.1921 -0.3413 -2.0193
C 2.8990 -0.9333 2.0666
H -1.1379 -1.1320 2.3422
N -1.1107 -0.2505 -1.1434
H 4.7737 -1.2459 0.1022
C -0.9018 4.5616 -0.2261
H 5.7243 -1.0189 -2.0724
H -3.5882 -3.1469 -0.7583
H 3.3592 -2.5851 3.3632
C 3.8411 -0.8487 -0.2686
C 1.6019 -0.6593 2.8185
S -2.2869 0.7802 -3.3273
H -0.5408 5.4069 2.4919
H 1.2689 0.3584 2.6403
H -0.0893 -4.1643 2.0264
B 0.0502 0.6210 -1.5587
H 4.5320 -1.5102 -3.2776
F -1.2813 -3.4731 -3.8051
C -4.1906 -1.5787 -2.8848
H -2.0425 1.3855 2.1130
H -3.1554 3.9342 3.1547
F -0.1972 -2.4946 -2.1042
H -1.1868 5.5220 0.1761
C -1.7962 -1.9897 2.4881
H -0.6871 4.3251 3.8566
N -0.2455 2.1044 -1.1798
H 4.9375 -0.1515 2.1708
N -1.0609 -1.0670 -0.1165
H 4.3496 -2.5649 1.9211
C -0.4436 4.3678 2.7979
H -2.5277 -4.5897 2.3694
N 1.4330 0.1244 -1.1269
H -1.6028 2.0683 3.6771
N 1.5979 -0.2068 0.1348
C -2.7171 -4.0448 1.4468
C -1.3417 2.0375 2.6239
C 3.7118 -0.5169 -1.6081
*
```

Here are the Mulliken charges for atoms 1 to 4, given in e:
1 F -0.34
2 S 0.11
3 P 1.16
4 H -0.19